Entry 1:
A 5-piece molecular cluster, CH12N2O5 overall at a distorted geometry, computed with ωB97M-V/def2-TZVPD.

Summary:
Multiplicity   1
Total charge   0
ΔE to the lowest compared entry with this formula, charge and spin   8.699 eV

Geometry as XYZ:
```
20
Properties=species:S:1:pos:R:3:forces:R:3:mulliken_charge:R:1
N 1.767334 -0.509842 0.806196 -1.1809 -0.1687 0.1356 -0.26
C 0.754315 0.445183 0.571498 4.0780 1.2070 4.2423 0.24
N -0.338286 0.231668 1.496073 -0.8328 0.3500 -1.7891 -0.25
O 1.246347 1.699014 0.577284 -0.2670 -1.2551 -0.3352 -0.53
H 1.393471 -1.444875 1.028178 -0.2769 -0.5409 -0.5706 0.36
H 2.514387 -0.268297 1.448299 0.2879 0.7568 -0.6416 0.27
H 0.338674 0.191413 -0.485323 -0.6497 -0.6697 -0.6737 0.24
H -0.543460 -0.764190 1.431088 -0.3226 -1.2173 0.5095 0.34
H -0.653570 -2.955846 1.485485 0.3399 -0.0208 -0.1794 0.20
H -1.150585 0.768235 1.186769 0.0404 -0.0378 -0.0504 0.35
O -0.005519 -2.398886 1.028140 -0.2711 0.4010 0.4071 -0.91
H -0.663134 -1.001216 -1.449094 -0.6404 0.1892 -0.4885 0.41
H -0.030728 -2.149506 -0.648583 -0.1183 -0.2193 -0.3057 0.46
O -0.015057 -1.710623 -1.541370 0.5117 0.2215 0.6851 -0.65
H -2.548324 0.509962 -1.206111 0.1184 0.0053 -0.1237 0.23
H -1.149090 1.427749 -1.338195 0.2177 -1.1204 -0.0368 0.39
O -1.589545 0.496496 -1.119407 -0.5638 0.7601 0.0320 -0.70
H 0.852817 2.110168 -0.310538 -0.6823 0.7339 -1.3206 0.45
H -0.295638 3.099271 -1.453747 0.2256 -0.0521 -0.2618 0.28
O 0.115593 2.224124 -1.506643 -0.0139 0.6773 0.7659 -0.93
```
Forces are in eV/Å.



Entry 2:
A 4-piece molecular cluster, CH12N3O3 overall at a distorted geometry, computed with ωB97M-V/def2-TZVPD.

Summary:
Multiplicity   1
Total charge   +1
ΔE to the lowest compared entry with this formula, charge and spin   0.202 eV

Geometry as XYZ:
```
19
Properties=species:S:1:pos:R:3:forces:R:3:mulliken_charge:R:1
N 1.126983 0.669491 -1.571312 0.3944 -0.3838 -1.7373 -0.37
C -0.130471 0.490690 -1.166661 -0.3999 -0.6854 0.7269 0.50
N -1.115323 1.197431 -1.728606 1.0488 0.3335 -0.3738 -0.36
N -0.422879 -0.396466 -0.204798 -0.2189 1.1309 0.1997 -0.33
H 1.168657 0.845574 -2.570861 0.3033 0.4182 0.1914 0.30
H 1.895023 0.048647 -1.259901 -0.9473 0.5770 0.4278 0.31
H -2.064548 1.180085 -1.409396 -0.1741 -0.2722 0.3008 0.24
H -0.833320 1.959634 -2.326798 -0.2404 -0.0164 0.0394 0.22
H -1.098310 -0.008665 0.455455 -0.1166 -0.6320 -0.3114 0.24
H 0.338027 -0.896553 0.230462 0.1283 -0.0160 0.0197 0.35
H 0.077966 -1.720198 3.056642 -0.0583 -0.0061 -0.1741 0.31
H -0.307330 -2.774209 2.030693 -0.0882 -0.1180 -0.0470 0.30
O -0.182486 -1.826162 2.131343 0.1589 0.0813 0.3686 -0.61
H 3.139433 -1.574195 -0.436189 0.1961 -0.1554 0.2957 0.31
H 2.997838 -0.812822 0.930921 -0.1497 -0.1407 -0.8376 0.30
O 2.626237 -0.905819 0.029423 0.2537 -0.1307 0.6951 -0.68
H -2.403138 0.897536 1.744509 -0.4025 -0.1786 0.1253 0.32
H -2.247099 2.255306 1.145104 -0.1708 0.0984 -0.2105 0.35
O -2.565259 1.370697 0.919968 0.4829 0.0959 0.3013 -0.69
```
Forces are in eV/Å.



Entry 3:
A 5-piece molecular cluster, CH12NO4 overall at a distorted geometry, computed with ωB97M-V/def2-TZVPD.

Summary:
Multiplicity   1
Total charge   +1
ΔE to the lowest compared entry with this formula, charge and spin   2.223 eV

Geometry as XYZ:
```
18
Properties=species:S:1:pos:R:3:forces:R:3:mulliken_charge:R:1
C 2.581897 -0.610373 0.392548 0.5125 0.0149 -1.5092 -0.17
N 1.941528 -0.798571 -0.720158 -0.1841 0.4367 1.1777 -0.22
H 2.484536 -1.387111 1.148016 -0.8929 0.7580 0.6796 0.34
H 3.220288 0.265053 0.517000 0.9697 -0.7475 -0.1408 0.28
H 2.240455 -0.441165 -1.623923 -0.1753 1.1082 0.2688 0.31
H 0.864393 -0.646986 -0.504487 -0.5566 -1.4764 -0.5946 0.42
H -0.695353 0.022751 4.219830 0.1553 0.0243 -0.0469 0.32
H 0.269847 0.377512 3.045713 -0.3522 -0.0059 0.5554 0.30
O -0.653950 0.196043 3.273553 0.2397 0.0129 -0.6288 -0.62
H 0.744594 1.122931 -3.464529 0.0190 0.1540 0.3640 0.33
H 0.407396 -0.215343 -3.969027 -0.1127 -0.4180 0.2834 0.32
O 0.578388 0.232054 -3.128360 0.2061 0.2942 -0.5638 -0.63
H -3.771901 1.308417 0.013996 0.0827 -0.0238 -0.6928 0.33
H -3.996031 0.204920 0.911545 0.2254 -0.6794 -0.5812 0.33
O -3.665149 0.344784 0.000457 -0.1830 0.8059 1.2934 -0.65
H -0.887837 -0.149342 0.717799 0.0924 -0.4201 0.1620 0.35
H -1.101025 0.422137 -0.638967 0.1433 -0.3223 -0.4883 0.31
O -0.562076 -0.247712 -0.191006 -0.1891 0.4842 0.4622 -0.65
```
Forces are in eV/Å.



Entry 4:
A 5-piece molecular cluster, CH12O4 overall at a distorted geometry, computed with ωB97M-V/def2-TZVPD.

Summary:
Multiplicity   1
Total charge   0
ΔE to the lowest compared entry with this formula, charge and spin   0.979 eV

Geometry as XYZ:
```
17
Properties=species:S:1:pos:R:3:forces:R:3:mulliken_charge:R:1
C -1.889458 -0.948501 -2.328333 1.1850 -0.6811 1.5184 -0.86
H -2.800988 -1.143373 -2.886662 0.1339 0.1661 0.0712 0.24
H -1.087700 -1.683574 -2.540068 -0.3591 0.6128 -0.7086 0.24
H -1.514787 0.081767 -2.342418 -0.1977 -0.2983 -0.5512 0.14
H -1.984109 -1.167802 -1.249900 -0.7589 0.2079 -0.3179 0.23
H 0.264639 3.951459 -0.538700 -0.1999 0.0530 0.0203 0.33
H 0.099082 2.883772 -1.585638 -0.1754 -0.1023 -0.0250 0.33
O -0.361286 3.277908 -0.834766 0.4687 -0.0088 0.1120 -0.66
H 0.725712 -2.250346 2.171618 -0.0572 0.0058 0.0796 0.31
H 0.325426 -2.916684 3.486257 -0.0160 0.0332 0.0078 0.32
O 0.679364 -3.104847 2.612867 0.0479 -0.0008 -0.0906 -0.63
H 2.561554 -1.279477 0.117403 -0.2525 0.1014 0.1143 0.31
H 2.314085 0.113284 0.798184 -0.1072 -0.4343 -0.1803 0.33
O 2.972596 -0.448612 0.367120 0.2520 0.3531 0.0742 -0.64
H -0.142522 1.827757 0.887022 -0.4341 -0.3567 -0.6894 0.32
H 0.077305 1.678260 2.312818 -0.4756 -1.1011 -0.3458 0.32
O -0.238912 1.129009 1.553197 0.9460 1.4500 0.9109 -0.63
```
Forces are in eV/Å.



Entry 5:
A 5-piece molecular cluster, CH12O5 overall at a distorted geometry, computed with ωB97M-V/def2-TZVPD.

Summary:
Multiplicity   1
Total charge   0
ΔE to the lowest compared entry with this formula, charge and spin   0.244 eV

Geometry as XYZ:
```
18
Properties=species:S:1:pos:R:3:forces:R:3:mulliken_charge:R:1
C 0.589402 0.474211 -2.088273 -0.1095 0.4961 -0.8893 -0.41
O 0.626811 -0.900502 -1.775721 -0.1375 -0.6040 0.2933 -0.57
H 1.436750 0.789321 -2.681385 0.6083 -0.1671 -0.0822 0.25
H 0.583196 1.037780 -1.175339 -0.1878 0.3306 0.2607 0.10
H -0.262471 0.735627 -2.717819 -0.3372 -0.0002 0.3309 0.30
H 0.050014 -1.394917 -2.359161 0.0800 -0.0414 -0.1554 0.31
H 0.414815 -1.396032 2.197783 0.1998 0.2132 -0.2979 0.35
H -0.455145 -1.772583 3.403504 -0.2423 0.1623 -0.4428 0.30
O -0.504727 -1.416756 2.502139 0.1348 -0.3923 0.7209 -0.67
H -1.152853 1.542378 0.496823 0.3932 -0.2507 -0.0549 0.39
H -0.755950 3.007395 0.670330 0.2571 -0.1012 -0.0522 0.29
O -0.389881 2.149058 0.420354 -0.5360 0.3726 0.2637 -0.62
H 1.074058 -0.709985 0.155218 0.1625 -0.4296 -0.2637 0.33
H 1.755627 0.238208 1.082302 0.1300 -0.1396 0.1793 0.35
O 1.730629 -0.705660 0.867465 -0.2927 0.4840 0.1876 -0.68
H -1.477309 -0.809711 1.099099 0.0599 0.0239 -0.1462 0.41
H -1.469972 -0.613927 -0.461045 0.2352 -0.2925 -0.0555 0.28
O -1.792986 -0.253910 0.363731 -0.4180 0.3359 0.2037 -0.70
```
Forces are in eV/Å.



Entry 6:
A 6-piece molecular cluster, CH13O5S overall at a distorted geometry, computed with ωB97M-V/def2-TZVPD.

Summary:
Multiplicity   1
Total charge   -1
ΔE to the lowest compared entry with this formula, charge and spin   1.015 eV

Geometry as XYZ:
```
20
Properties=species:S:1:pos:R:3:forces:R:3:mulliken_charge:R:1
C -1.424140 0.751909 -1.743991 -1.1550 2.5783 1.2869 -0.62
S 0.006199 -0.449171 -1.683857 -1.5984 0.5371 -0.4607 -0.60
H -2.509206 0.441983 -1.430864 1.9335 -0.1395 -0.8532 0.13
H -1.254652 1.552512 -0.915016 -0.0360 -1.1762 -1.0778 0.04
H -1.569378 1.470473 -2.645315 0.5121 -1.6758 0.9149 0.31
H 1.441689 0.950749 -0.744099 -0.4362 -0.3543 -0.5614 0.18
H 1.515534 1.594358 0.641531 1.2536 -0.3085 -1.4158 0.43
O 2.087192 1.399421 -0.173518 -0.7364 0.8892 2.0272 -0.78
H -0.556828 1.987921 1.653379 -0.9271 -0.2297 -0.6728 0.32
H 0.204322 0.771043 2.328681 -0.4092 1.1665 -0.4580 0.37
O 0.164974 1.757638 2.213441 1.3372 -1.1757 1.0115 -0.71
H -1.956054 -2.104319 0.582466 -0.1594 0.0826 -0.1573 0.31
H -2.549502 -1.365812 -0.612427 0.3557 0.0361 -0.0764 0.32
O -2.651392 -1.477830 0.337843 -0.1482 -0.3048 0.3760 -0.66
H -0.307508 -1.153839 0.871675 1.4584 -0.3959 0.1443 0.28
H 1.202907 -1.522926 1.199389 0.9569 0.2753 -1.0527 0.40
O 0.310789 -1.618141 1.495489 -2.2571 0.3449 0.7803 -0.66
H 2.911231 -0.346154 -0.160643 0.0304 0.1370 0.2453 0.44
H 2.105802 -1.329155 -0.967574 1.4649 -0.1616 1.5713 0.26
O 2.828018 -1.310663 -0.246592 -1.4398 -0.1249 -1.5717 -0.74
```
Forces are in eV/Å.



Entry 7:
A 6-piece molecular cluster, CH13O5S overall at a distorted geometry, computed with ωB97M-V/def2-TZVPD.

Summary:
Multiplicity   1
Total charge   -1
ΔE to the lowest compared entry with this formula, charge and spin   0.985 eV

Geometry as XYZ:
```
20
Properties=species:S:1:pos:R:3:forces:R:3:mulliken_charge:R:1
C 2.205140 -1.101248 0.994843 -0.3464 0.1689 -0.3898 -0.69
S 1.240806 0.464210 0.990630 -0.3299 -0.1355 0.1452 -0.62
H 3.200129 -0.911655 0.589102 -0.0689 -0.1564 -0.1445 0.25
H 1.659125 -1.810674 0.367914 0.5026 -0.1205 0.0367 0.14
H 2.332735 -1.563962 1.969204 -0.1449 0.2034 0.3219 0.28
H 1.236630 1.451374 -1.022876 0.4849 -0.1751 -0.1897 0.21
H 1.497108 1.152159 -2.541273 -0.0556 -0.2042 0.1572 0.31
O 1.527989 1.845509 -1.878911 -0.2150 0.3977 -0.1004 -0.67
H -1.554253 2.194506 0.977982 0.3949 0.1045 0.8522 0.30
H -1.388806 1.424549 -0.281339 0.1047 -0.0005 0.0455 0.34
O -1.986246 2.047864 0.149083 -0.4443 -0.1272 -0.8634 -0.63
H -1.201482 -1.604036 1.566863 -0.0729 -0.4658 -0.4466 0.30
H -0.759866 -0.329893 2.136626 0.3692 0.2443 0.0304 0.26
O -1.400763 -1.038571 2.305289 -0.2594 0.1611 0.4538 -0.63
H -3.437191 -0.165774 -1.057106 0.7367 0.9232 0.1334 0.32
H -1.953218 -0.719023 -1.530905 0.2352 1.0539 0.0406 0.32
O -2.863618 -0.878477 -1.313189 -0.8537 -2.0211 -0.2224 -0.63
H 0.483369 -0.837427 -1.235132 0.5901 0.1712 -0.1167 0.16
H 0.014099 -2.217865 -1.322037 -0.1908 -0.7237 -0.0152 0.30
O 0.541240 -1.609540 -1.836336 -0.4364 0.7016 0.2721 -0.62
```
Forces are in eV/Å.



Entry 8:
A 6-piece molecular cluster, CH14NO5 overall at a distorted geometry, computed with ωB97M-V/def2-TZVPD.

Summary:
Multiplicity   1
Total charge   +1
ΔE to the lowest compared entry with this formula, charge and spin   1.073 eV

Geometry as XYZ:
```
21
Properties=species:S:1:pos:R:3:forces:R:3:mulliken_charge:R:1
C -0.637659 -1.317651 -1.317049 -2.0793 0.8523 0.5918 -0.12
N 0.498113 -1.396462 -0.779887 1.4586 -0.0054 -0.8723 0.03
H -1.292109 -2.199335 -1.469157 0.7626 0.4705 0.0304 0.30
H -1.101127 -0.291456 -1.425368 0.8382 -1.1482 -0.4104 0.26
H 1.104066 -0.556575 -0.725924 -0.3161 0.1472 0.4080 0.24
H 0.970816 -2.271626 -0.522209 -0.3990 0.2067 0.1695 0.30
H 1.187496 -1.894472 2.268311 0.2020 -0.0693 -0.6857 0.31
H 0.757345 -3.260173 1.923058 0.2085 -0.0984 -0.3619 0.34
O 1.299616 -2.548335 1.547710 -0.2843 -0.0299 0.9353 -0.66
H -2.302333 2.295343 -1.792925 0.1371 0.0797 0.0448 0.31
H -1.095273 2.907321 -2.496401 0.0218 -0.2415 0.2721 0.30
O -1.335356 2.300562 -1.777297 -0.1364 0.0583 -0.1208 -0.59
H -0.660392 -0.611233 1.203836 0.4940 -0.1811 0.3602 0.34
H -1.623626 -0.359707 2.240212 -0.1128 -0.2687 0.6659 0.28
O -0.891858 -0.968152 2.073342 -0.6438 0.2461 -0.4848 -0.61
H 1.235253 2.043403 -0.432549 0.9503 -1.3424 -0.3672 0.28
H 2.647279 1.834435 -0.974965 0.3739 -0.1470 -0.2228 0.31
O 1.850425 1.340349 -0.773641 -0.8516 1.0327 0.2021 -0.62
H -0.502299 2.006429 0.402096 0.0492 -0.4709 0.7385 0.34
H 0.001912 1.643664 1.860360 -0.0719 0.1794 0.0384 0.28
O -0.110282 1.303670 0.968447 -0.6008 0.7300 -0.9311 -0.61
```
Forces are in eV/Å.